{
  "formula": "C4H7NO",
  "method": "the ωB97M-V functional and the def2-TZVPD basis",
  "elements": ["C", "C", "C", "O", "C", "N", "H", "H", "H", "H", "H", "H", "H"],
  "coordinates": [[-0.709, -0.581, -1.352], [-0.135, 0.572, -0.581], [-0.575, 0.949, 0.622], [-1.618, 0.319, 1.230], [2.906, -1.632, 0.776], [2.281, -0.643, 0.860], [0.082, -1.108, -1.893], [-1.199, -1.282, -0.671], [-1.456, -0.259, -2.089], [0.715, 1.114, -0.989], [1.590, 0.087, 0.810], [-0.114, 1.769, 1.173], [-1.768, 0.695, 2.104]],
  "forces_ev_per_a": [[0.0, -0.1, 0.0], [-0.1, 0.1, 0.3], [0.3, 0.1, -0.3], [-0.1, 0.0, 0.2], [-0.5, 0.9, 0.1], [0.7, -1.0, 0.0], [-0.1, 0.0, 0.1], [0.1, 0.1, -0.1], [0.2, 0.0, 0.1], [-0.2, 0.0, 0.0], [0.0, -0.1, 0.0], [-0.1, -0.1, -0.1], [0.0, 0.0, -0.1]],
  "mol_weight_g_mol": 85.106,
  "spin_multiplicity": 1
}

***

{
  "formula": "C50H31AlIN8P",
  "method": "the ωB97M-V functional and the def2-TZVPD basis",
  "elements": ["Al", "C", "C", "C", "C", "C", "N", "C", "C", "C", "C", "C", "C", "C", "C", "N", "C", "N", "C", "N", "C", "N", "C", "N", "C", "N", "C", "C", "C", "C", "C", "C", "C", "C", "C", "C", "C", "C", "C", "C", "N", "H", "H", "H", "H", "H", "H", "H", "H", "H", "H", "H", "H", "H", "H", "H", "H", "I", "C", "C", "C", "C", "C", "C", "P", "C", "C", "C", "C", "C", "C", "C", "C", "C", "C", "C", "C", "H", "H", "H", "H", "H", "H", "H", "H", "H", "H", "H", "H", "H", "H", "H"],
  "coordinates": [[-0.849, -0.244, 0.057], [0.945, 1.726, -6.899], [2.141, 2.291, -6.252], [2.305, 2.269, -4.931], [1.291, 1.665, -4.026], [0.857, 0.967, -2.006], [1.992, 0.664, -1.125], [1.887, 0.977, 0.234], [2.732, 1.774, 1.015], [3.965, 2.435, 0.790], [4.497, 3.176, 1.806], [3.832, 3.299, 3.062], [2.620, 2.710, 3.283], [2.045, 1.944, 2.243], [0.800, 1.306, 2.103], [-0.164, 1.295, 3.068], [-1.310, 0.775, 2.901], [-1.819, 0.136, 1.733], [-3.023, -0.362, 2.050], [-3.842, -1.110, 1.309], [-3.579, -1.289, 0.037], [-2.607, -0.709, -0.691], [-2.745, -1.158, -2.026], [-2.066, -0.835, -3.038], [-0.985, 0.093, -2.970], [-0.393, 0.413, -1.672], [0.002, 1.081, -4.711], [-0.044, 1.186, -6.192], [-3.895, -2.093, -2.083], [-4.431, -2.831, -3.120], [-5.511, -3.655, -2.822], [-6.028, -3.731, -1.527], [-5.480, -2.983, -0.493], [-4.410, -2.166, -0.806], [-3.387, -0.015, 3.425], [-4.520, -0.305, 4.169], [-4.563, 0.167, 5.470], [-3.493, 0.898, 6.002], [-2.360, 1.173, 5.253], [-2.330, 0.705, 3.949], [0.722, 0.715, 0.865], [0.871, 1.786, -7.978], [2.891, 2.755, -6.881], [3.178, 2.722, -4.472], [4.460, 2.387, -0.170], [5.435, 3.696, 1.657], [4.293, 3.893, 3.841], [2.097, 2.824, 4.224], [-0.935, 0.807, -6.684], [-4.020, -2.764, -4.119], [-5.959, -4.252, -3.605], [-6.864, -4.388, -1.327], [-5.867, -3.032, 0.516], [-5.331, -0.879, 3.740], [-5.428, -0.032, 6.089], [-3.554, 1.250, 7.024], [-1.526, 1.730, 5.661], [-0.108, -2.704, 0.492], [6.956, 0.630, -3.545], [6.677, 0.605, -2.185], [5.388, 0.351, -1.746], [4.376, 0.130, -2.674], [4.656, 0.146, -4.041], [5.949, 0.399, -4.472], [2.711, -0.330, -2.217], [1.426, 0.264, -3.297], [0.187, -0.280, -3.975], [-1.293, 1.355, -3.903], [-1.386, 2.693, -3.253], [-0.298, 3.200, -2.685], [0.950, 2.385, -2.686], [2.805, -2.072, -1.866], [3.559, -2.507, -0.778], [3.642, -3.860, -0.507], [2.986, -4.773, -1.325], [2.238, -4.338, -2.408], [2.137, -2.982, -2.680], [7.964, 0.830, -3.883], [7.465, 0.781, -1.465], [5.177, 0.317, -0.684], [3.864, -0.014, -4.764], [6.167, 0.424, -5.532], [0.120, -1.243, -4.472], [-2.170, 1.120, -4.505], [-2.329, 3.228, -3.250], [-0.307, 4.166, -2.195], [1.807, 2.931, -2.289], [4.062, -1.795, -0.133], [4.209, -4.206, 0.347], [3.049, -5.831, -1.106], [1.717, -5.052, -3.032], [1.535, -2.636, -3.510]],
  "forces_ev_per_a": [[0.1, 0.3, -0.1], [0.1, 0.1, 0.0], [-0.1, 0.0, -0.1], [-0.1, 0.0, 0.1], [0.0, -0.1, 0.0], [-0.1, 0.2, 0.1], [-0.3, 0.1, 0.2], [0.2, 0.1, -0.2], [0.1, -0.1, -0.1], [0.0, 0.0, 0.1], [0.0, 0.0, 0.0], [0.0, 0.0, 0.0], [0.0, 0.0, 0.0], [-0.1, 0.1, 0.1], [0.0, -0.1, 0.1], [0.2, 0.0, -0.1], [0.0, 0.0, -0.1], [-0.1, 0.0, 0.1], [0.0, 0.0, -0.1], [0.1, 0.0, 0.2], [0.0, 0.2, -0.2], [0.0, -0.4, 0.0], [-0.2, 0.1, 0.2], [0.2, 0.1, 0.0], [0.0, 0.0, 0.0], [0.0, -0.3, -0.1], [0.1, 0.0, 0.0], [-0.1, 0.0, 0.1], [0.2, 0.0, -0.1], [-0.1, 0.0, 0.0], [0.0, 0.0, 0.0], [0.0, 0.0, 0.0], [-0.1, 0.0, 0.0], [0.0, 0.0, 0.1], [-0.1, -0.1, 0.0], [0.0, 0.0, 0.0], [0.1, 0.0, 0.0], [0.0, 0.0, 0.0], [0.0, 0.0, 0.0], [0.1, 0.0, 0.0], [-0.2, 0.0, 0.1], [0.0, 0.0, 0.0], [0.0, 0.0, 0.0], [0.0, 0.0, 0.0], [0.0, 0.0, -0.1], [0.0, 0.0, 0.0], [0.0, 0.0, 0.0], [0.0, 0.0, 0.0], [0.0, 0.0, 0.0], [0.0, 0.0, 0.0], [0.0, 0.0, 0.0], [0.0, 0.0, 0.0], [0.0, 0.0, 0.0], [0.0, 0.0, 0.0], [0.0, 0.0, 0.0], [0.0, 0.0, 0.0], [0.0, 0.0, 0.0], [0.1, 0.0, 0.0], [0.0, 0.0, -0.1], [0.0, 0.0, 0.0], [0.0, -0.1, 0.1], [0.0, 0.0, -0.3], [0.1, 0.1, 0.1], [0.0, 0.0, 0.0], [0.2, -0.2, 0.1], [0.1, 0.1, -0.2], [-0.2, 0.1, 0.1], [0.0, 0.1, 0.1], [0.0, -0.1, 0.0], [0.1, 0.0, 0.0], [-0.1, -0.1, 0.0], [-0.2, -0.1, -0.1], [0.0, 0.0, 0.0], [0.0, 0.0, 0.0], [0.0, 0.0, 0.0], [0.0, 0.0, 0.0], [0.0, 0.0, 0.1], [0.0, 0.0, 0.0], [0.0, 0.0, 0.0], [0.0, 0.0, 0.0], [0.0, 0.0, 0.0], [0.0, 0.0, 0.0], [0.1, 0.0, 0.0], [0.0, 0.0, 0.0], [0.0, 0.0, 0.0], [0.0, 0.0, 0.0], [0.0, 0.0, 0.0], [0.0, 0.0, 0.0], [0.0, 0.0, 0.0], [0.0, 0.0, 0.0], [0.0, 0.0, 0.0], [0.0, 0.0, 0.0]],
  "mol_weight_g_mol": 928.714,
  "spin_multiplicity": 1
}

***

| no. | largest force on an atom (eV Å⁻¹) | Kohn-Sham gap (Ha) |
| --- | --- | --- |
| 1 | 1.24 | 0.359 |
| 2 | 0.35 | 0.203 |